[1]
C13H17IN2W | ωB97M-V with the def2-TZVPD basis set

Computed properties:
HOMO (spin up / spin down) in eV: -16.14 / -15.85
Orbital gap (spin up / spin down) in eV: 6.67 / 5.51
Lowest unoccupied orbital energy (spin up / spin down) in hartree: -0.3480 / -0.3799
Relative energy (zero: lowest compared OMol25 entry of this formula, charge and spin) in kcal per mole: 40.8
<S²>: 2.022

The geometry in ORCA input format:
```
! RIJCOSX wB97M-V def2-TZVPD def2/J DEFGRID3
* xyz 2 3
C 0.128 1.451 2.835
C -1.981 1.893 1.721
H 0.002 0.682 3.595
H -0.266 2.404 3.193
H 1.203 1.571 2.716
H -2.789 1.667 1.032
H -2.374 1.715 2.716
H -1.756 2.952 1.577
C 2.173 -0.917 1.314
C 3.094 -1.903 0.987
C 2.955 -2.610 -0.206
C 1.896 -2.327 -1.064
H 2.207 -0.346 2.242
H 3.916 -2.099 1.680
H 3.670 -3.385 -0.478
H 1.732 -2.846 -2.004
N 1.151 -0.625 0.459
C 0.978 -1.322 -0.723
C -0.186 -0.963 -1.515
N -1.019 -0.010 -0.960
C -2.170 0.385 -1.581
C -1.681 -1.115 -3.402
C -2.514 -0.161 -2.815
H -2.773 1.122 -1.058
H -3.432 0.178 -3.295
C -0.520 -1.522 -2.753
H 0.170 -2.260 -3.165
H -1.933 -1.544 -4.371
W -0.385 0.715 0.890
C 0.445 2.391 0.155
H -0.212 2.826 -0.605
H 1.372 2.082 -0.341
H 0.676 3.138 0.917
I -1.776 -1.219 2.307
*
```

=====

[2]
C13H17INO6RuSSe2 | ωB97M-V with the def2-TZVPD basis set

Computed properties:
HOMO (spin up / spin down) in eV: -0.14 / -0.15
Orbital gap (spin up / spin down) in eV: 4.62 / 4.62
Lowest unoccupied orbital energy (spin up / spin down) in hartree: 0.1644 / 0.1642
Relative energy (zero: lowest compared OMol25 entry of this formula, charge and spin) in kcal per mole: 13.9
<S²>: 0.776

The geometry in ORCA input format:
```
! RIJCOSX wB97M-V def2-TZVPD def2/J DEFGRID3
* xyz -2 2
Ru 0.011 -0.847 -0.340
O -1.254 -3.361 2.862
C -0.658 -2.594 1.904
O -1.321 -1.761 1.279
C 0.736 -2.844 1.694
C 1.551 -3.810 2.389
C 2.868 -3.926 1.997
C 3.385 -3.146 0.954
C 2.492 -2.215 0.319
N 1.234 -2.072 0.721
C 2.785 -1.353 -0.805
O 4.026 -1.433 -1.359
O 1.980 -0.550 -1.283
H -2.187 -3.108 2.799
H 1.124 -4.399 3.186
H 3.519 -4.630 2.505
H 4.429 -3.230 0.675
H 4.492 -2.169 -0.949
O 0.141 4.302 -1.882
C 0.148 3.417 -0.741
C -1.256 3.035 -0.259
C -2.036 4.337 -0.029
O -3.397 4.149 0.396
C -1.977 2.242 -1.355
Se -1.192 0.550 -1.869
C -1.186 2.246 1.068
Se 0.328 1.021 1.344
H -0.108 3.762 -2.642
H 0.682 3.930 0.061
H 0.698 2.510 -0.972
H -2.000 4.946 -0.934
H -1.551 4.895 0.776
H -3.776 3.474 -0.174
H -2.005 2.781 -2.301
H -3.005 2.002 -1.075
H -2.096 1.659 1.179
H -1.143 2.947 1.904
S -1.449 0.542 -4.033
I -2.516 -3.031 -1.493
C -0.379 -2.495 -1.579
H -0.237 -2.337 -2.648
H 0.100 -3.436 -1.293
*
```